ORCA calculation (wB97M-V/def2-TZVPD) on C17H12N4O2S2 in the gas phase at a distorted geometry.

Computed properties:
**SMILES**: NC1=NC(=O)/C(=C2\CCNC(=O)c3[nH]c4c(sc5ccccc54)c32)S1
**Relative energy (zero: lowest compared OMol25 entry of this formula, charge and spin)**: 30.59 kJ/mol

Last column: Löwdin charge in e.
Atoms and positions in Å:
O1 4.64483 0.25620 0.84494  0.070
O2 0.53373 -1.24354 -4.13272  0.060
N1 3.75332 1.48434 2.53201  0.120
S1 1.33433 1.79649 1.53492  1.057
S2 -1.39078 -0.04269 1.76992  1.035
C1 3.63071 0.61884 1.42574  -0.470
C2 1.00692 -0.96665 -3.06455  -0.410
C3 2.64516 2.12720 2.62861  -0.706
C4 -0.85301 -0.25395 0.10887  -0.426
C5 0.38395 -0.42048 -0.61525  -0.115
C6 0.07519 -0.68881 -1.94061  -0.081
C7 -1.82267 -0.36334 -0.77909  -0.197
C8 2.25935 0.54207 0.82768  -0.380
C9 1.76230 -0.41091 -0.09170  -0.129
C10 -5.44628 0.26212 1.33129  -0.061
C11 -5.46756 0.24962 -0.08520  -0.074
C12 -4.19350 0.13117 1.97937  -0.079
C13 -4.30710 -0.00947 -0.82436  -0.031
C14 -3.06338 -0.04755 1.20625  -0.464
C15 -3.13216 -0.16872 -0.16055  -0.211
N2 2.54443 2.82082 3.77843  0.099
N3 -1.32498 -0.71242 -2.06893  0.189
N4 2.38684 -1.13310 -3.03793  0.079
C16 2.69923 -1.45306 -0.66086  -0.142
C17 3.33526 -0.94299 -1.92523  -0.157
H1 -6.39548 0.38831 1.84961  0.101
H2 -6.39562 0.38939 -0.63585  0.100
H3 -4.09587 0.19918 3.05489  0.105
H4 -4.33726 -0.05510 -1.90336  0.114
H5 3.24269 2.53931 4.46011  0.116
H6 1.57702 2.87592 4.07377  0.094
H7 -1.87250 -0.89978 -2.88760  0.154
H8 2.75035 -1.35479 -3.94776  0.136
H9 2.19938 -2.40497 -0.83447  0.131
H10 3.47907 -1.70037 0.08732  0.122
H11 4.24136 -1.51470 -2.12653  0.127
H12 3.61271 0.10643 -1.77119  0.124

Forces on the atoms, in the same order (eV/Å):
-0.99 -0.93 0.33
-2.06 0.03 -1.98
-0.73 -1.49 -1.86
-1.10 1.18 0.25
-0.02 -0.14 -0.32
2.76 1.32 -1.34
1.33 -1.14 -0.13
1.36 -1.04 1.84
2.87 0.24 0.93
0.61 0.14 0.61
-0.19 0.06 1.02
-2.22 -0.83 -2.26
-1.03 -3.04 -1.81
1.15 1.71 1.80
1.03 -0.03 -0.87
0.15 -0.42 0.17
-1.31 0.22 -0.17
-1.97 0.35 0.16
0.66 0.11 0.88
0.99 -0.45 -1.95
-1.86 1.11 0.07
0.77 1.10 2.36
-0.06 0.95 1.86
0.59 -0.24 1.57
-0.46 -0.01 -0.48
0.44 0.03 0.16
0.07 -0.01 0.29
-0.15 -0.02 0.02
-0.09 0.01 -0.07
-0.34 0.18 -0.19
0.35 0.45 0.54
0.22 0.05 -0.25
-0.14 0.07 -0.11
-0.34 0.13 -0.19
-0.28 0.47 -0.44
-0.08 0.04 -0.21
0.08 -0.16 -0.23